Entry 1:
{
  "formula": "C2HCl2O4S",
  "method": "ωB97M-V/def2-TZVPD",
  "spin_multiplicity": 3,
  "energy_ev": -46156.5054,
  "total_charge": -1,
  "max_force_ha_per_bohr": 0.0842,
  "s_squared": 2.0096,
  "species": ["C", "C", "O", "O", "O", "O", "S", "Cl", "Cl", "H"],
  "coordinates": [[0.028, -1.658, 0.495], [0.916, 0.869, 0.063], [-1.772, 1.409, -0.321], [0.720, -2.319, -0.208], [-0.594, 0.165, -2.051], [-0.979, -0.915, 0.276], [-0.643, 0.595, -0.688], [0.356, -1.733, 2.271], [1.341, 2.325, -0.887], [0.627, 1.263, 1.051]],
  "lowdin_charge": [-1.13, -0.52, -0.33, 0.00, -0.33, -0.22, 0.48, 0.52, 0.48, 0.04]
}

Entry 2:
{
  "formula": "C14H15N3OS",
  "method": "ωB97M-V/def2-TZVPD",
  "energy_ev": -32112.1380,
  "total_charge": 0,
  "max_force_ha_per_bohr": 0.0737,
  "relative_energy_ev": 3.068,
  "species": ["N", "N", "O", "S", "C", "C", "C", "C", "C", "C", "C", "C", "C", "C", "N", "C", "C", "C", "C", "H", "H", "H", "H", "H", "H", "H", "H", "H", "H", "H", "H", "H", "H", "H"],
  "coordinates": [[-1.989, 1.123, -2.764], [0.373, 2.063, 1.021], [-0.567, -0.779, 1.898], [-1.116, -0.342, -2.846], [-2.243, 1.363, -1.532], [0.995, 1.005, 1.427], [-1.818, 0.407, -0.531], [-1.154, -0.659, -1.004], [1.126, -3.856, 0.682], [0.876, -3.781, -0.701], [0.650, -2.878, 1.616], [0.032, -2.770, -1.169], [-0.211, -1.793, 1.087], [-0.473, -1.705, -0.333], [2.267, 0.842, 0.769], [-3.208, 2.576, -1.276], [0.407, 0.041, 2.416], [1.201, 2.787, 0.044], [2.287, 1.768, -0.338], [-1.928, 0.608, 0.481], [1.738, -4.681, 0.966], [1.314, -4.407, -1.475], [0.900, -2.889, 2.689], [-0.170, -2.849, -2.169], [2.256, -0.128, 0.612], [-2.869, 3.444, -1.829], [-4.249, 2.448, -1.747], [-3.210, 2.697, -0.183], [-0.074, 0.639, 3.199], [1.270, -0.542, 2.904], [0.511, 3.027, -0.814], [1.664, 3.636, 0.552], [3.302, 2.317, -0.349], [2.110, 1.267, -1.301]],
  "lowdin_charge": [-0.25, 0.08, -0.05, 0.95, -0.47, -0.31, -0.09, -0.38, -0.07, -0.08, 0.03, -0.04, -0.19, -0.14, 0.04, -0.03, -0.14, -0.18, -0.19, 0.09, 0.09, 0.11, 0.11, 0.06, 0.09, 0.06, 0.10, 0.07, 0.14, 0.15, 0.12, 0.11, 0.13, 0.11]
}

Entry 3:
{
  "formula": "C4H7N",
  "method": "ωB97M-V/def2-TZVPD",
  "energy_ev": -5748.5640,
  "total_charge": 0,
  "max_force_ha_per_bohr": 0.0990,
  "relative_energy_ev": 2.853,
  "smiles": "CC1=N[C@@H]1C",
  "species": ["C", "C", "N", "C", "C", "H", "H", "H", "H", "H", "H", "H"],
  "coordinates": [[0.958, 1.709, 0.526], [-0.157, 0.842, 0.149], [-1.353, 0.611, 0.243], [-0.710, -0.384, -0.694], [-0.440, -1.753, -0.207], [1.005, 2.664, -0.106], [1.939, 1.102, 0.259], [0.833, 1.855, 1.519], [-1.166, -0.191, -1.700], [0.368, -2.177, -0.806], [-1.314, -2.588, -0.086], [0.036, -1.690, 0.904]],
  "lowdin_charge": [-0.03, -0.32, 0.13, -0.30, -0.14, 0.11, 0.13, 0.03, 0.12, 0.05, 0.11, 0.11]
}

Entry 4:
{
  "formula": "C8H12N2O",
  "method": "ωB97M-V/def2-TZVPD",
  "energy_ev": -13514.9019,
  "total_charge": 0,
  "max_force_ha_per_bohr": 0.0942,
  "relative_energy_ev": 3.512,
  "species": ["C", "C", "C", "C", "C", "C", "C", "C", "N", "N", "O", "H", "H", "H", "H", "H", "H", "H", "H", "H", "H", "H", "H"],
  "coordinates": [[3.356, -0.501, 0.005], [2.348, -1.435, 0.405], [2.969, 0.822, -0.246], [1.052, -0.974, 0.556], [1.673, 1.210, -0.161], [0.656, 0.364, 0.258], [-2.131, -1.085, -1.051], [-2.116, -0.517, 0.319], [-1.192, 1.960, 0.042], [-0.654, 0.694, 0.385], [-3.190, 0.345, 0.541], [4.313, -0.943, 0.134], [2.703, -2.376, 0.651], [3.623, 1.584, -0.670], [0.226, -1.721, 0.916], [1.410, 2.198, -0.585], [-2.583, -0.354, -1.745], [-1.261, -1.545, -1.548], [-2.918, -1.752, -1.092], [-1.993, -1.204, 1.191], [-2.022, 1.945, -0.519], [-1.474, 2.493, 0.882], [-2.795, 0.792, 1.332]],
  "lowdin_charge": [-0.09, -0.10, -0.12, -0.05, -0.08, -0.29, -0.05, -0.26, 0.02, -0.08, -0.04, 0.08, 0.07, 0.10, 0.12, 0.11, 0.10, 0.10, 0.05, 0.14, 0.07, 0.09, 0.12]
}

Entry 5:
{
  "formula": "C17H34O2",
  "method": "ωB97M-V/def2-TZVPD",
  "energy_ev": -22276.6094,
  "total_charge": 0,
  "max_force_ha_per_bohr": 0.0101,
  "relative_energy_ev": 0.431,
  "smiles": "CCCCCCCCCCCCCCCC(=O)OC",
  "species": ["C", "C", "C", "C", "C", "C", "C", "C", "C", "C", "C", "C", "C", "C", "C", "C", "O", "O", "C", "H", "H", "H", "H", "H", "H", "H", "H", "H", "H", "H", "H", "H", "H", "H", "H", "H", "H", "H", "H", "H", "H", "H", "H", "H", "H", "H", "H", "H", "H", "H", "H", "H", "H"],
  "coordinates": [[-7.640, -0.948, 1.513], [-7.146, 0.358, 0.900], [-6.350, 0.154, -0.390], [-5.010, -0.546, -0.171], [-4.199, -0.615, -1.464], [-2.917, -1.439, -1.336], [-1.908, -0.912, -0.314], [-1.405, 0.496, -0.626], [-0.281, 0.919, 0.317], [0.182, 2.349, 0.041], [1.358, 2.792, 0.923], [2.722, 2.710, 0.235], [3.144, 1.292, -0.139], [4.561, 1.259, -0.708], [4.967, -0.156, -1.130], [5.072, -1.060, 0.076], [5.736, -0.843, 1.055], [4.321, -2.159, -0.076], [4.346, -3.092, 0.996], [-6.807, -1.569, 1.833], [-8.263, -0.745, 2.381], [-8.230, -1.507, 0.791], [-6.525, 0.888, 1.626], [-8.009, 0.991, 0.680], [-6.163, 1.131, -0.843], [-6.951, -0.425, -1.095], [-4.449, -0.001, 0.589], [-5.178, -1.561, 0.195], [-4.819, -1.070, -2.241], [-3.957, 0.396, -1.795], [-2.434, -1.478, -2.316], [-3.184, -2.462, -1.061], [-1.053, -1.594, -0.299], [-2.351, -0.926, 0.683], [-1.044, 0.529, -1.657], [-2.226, 1.210, -0.539], [0.556, 0.227, 0.212], [-0.634, 0.852, 1.349], [0.461, 2.444, -1.011], [-0.666, 3.017, 0.208], [1.206, 3.829, 1.229], [1.378, 2.186, 1.831], [3.474, 3.132, 0.908], [2.706, 3.329, -0.666], [3.099, 0.657, 0.749], [2.454, 0.886, -0.881], [5.266, 1.614, 0.045], [4.623, 1.921, -1.573], [4.247, -0.580, -1.828], [5.950, -0.126, -1.605], [5.365, -3.446, 1.166], [3.699, -3.914, 0.702], [3.981, -2.624, 1.913]],
  "lowdin_charge": [-0.12, -0.27, -0.23, -0.22, -0.22, -0.22, -0.22, -0.22, -0.23, -0.21, -0.21, -0.22, -0.22, -0.20, -0.10, -0.52, 0.11, -0.04, -0.05, 0.06, 0.07, 0.07, 0.10, 0.10, 0.11, 0.11, 0.11, 0.11, 0.11, 0.11, 0.11, 0.11, 0.11, 0.11, 0.12, 0.11, 0.10, 0.12, 0.11, 0.11, 0.10, 0.11, 0.11, 0.11, 0.12, 0.11, 0.12, 0.12, 0.12, 0.13, 0.10, 0.09, 0.10]
}